1.
8
Properties=species:S:1:pos:R:3:forces:R:3:nbo_charge:R:1 method="wB97M-V/def2-TZVPD" e_above_lowest_kcal_mol=72.1 total_charge=-1 orbital_gap_ev="6.15 / 6.14" e_homo_ev="-3.5 / -3.5" lumo_energy_ev="2.603 / 2.602"
C 1.496 1.756 0.364 0.04 -0.68 -0.37 0.69
C 1.230 0.358 -0.095 0.54 -0.42 -1.41 -0.08
O 1.199 2.395 1.309 -0.65 1.03 1.74 -0.60
O 2.192 1.943 -0.665 -0.18 -0.28 -0.86 -0.57
S -1.189 -1.693 0.459 0.42 -0.55 -0.12 -0.93
Br 2.652 -0.831 0.014 -0.05 -0.44 0.41 0.13
H 0.546 0.063 -0.896 -0.05 0.33 0.58 0.27
H -0.858 -3.037 0.385 -0.07 1.02 0.03 0.10

2.
230
Properties=species:S:1:pos:R:3:forces:R:3:mulliken_charge:R:1 method="wB97M-V/def2-TZVPD" smiles="CC1(C)CCCC(C)(C)N1O.CC1(C)CCCC(C)(C)N1O.CC1(C)CCCC(C)(C)N1O.CC1(C)CCCC(C)(C)N1O.CC1(C)CCCC(C)(C)N1O.COP(=O)(OC)OC.COP(=O)(OC)OC.COP(=O)(OC)OC.COP(=O)(OC)OC.CCCC#N" orbital_gap_ev=8.60 e_homo_ev=-8.3 lumo_energy_ev=0.327
C -5.661 -2.381 -2.404 0.88 -0.85 -0.69 -0.71
O -5.043 -1.510 -3.357 0.20 0.30 0.01 0.52
P -5.879 -0.571 -4.321 -0.03 -1.42 -1.16 0.17
O -7.321 -0.643 -4.117 -0.38 -0.11 0.00 -0.80
O -5.184 0.779 -4.201 0.59 2.58 0.22 0.50
C -5.550 1.948 -5.040 1.00 -0.94 1.52 -0.94
O -5.348 -0.987 -5.795 -0.56 1.59 0.98 -0.42
C -5.178 -2.333 -6.090 0.71 -0.68 0.94 -0.69
H -4.803 -2.915 -1.942 -0.78 -0.12 -0.46 0.20
H -6.419 -3.009 -2.898 0.55 -0.10 0.24 0.31
H -6.151 -1.856 -1.636 -0.66 1.02 0.91 0.18
H -6.579 1.945 -5.216 -1.71 -0.21 -0.38 0.46
H -4.982 1.886 -5.932 0.53 0.04 -0.79 0.23
H -5.315 2.824 -4.463 0.39 0.20 0.18 0.20
H -4.123 -2.573 -5.901 -0.20 -0.37 0.18 0.17
H -5.320 -2.435 -7.139 -0.63 -0.54 -0.73 0.30
H -5.838 -2.917 -5.423 0.27 -0.34 -0.85 0.34
C -2.011 0.620 -2.479 -1.02 0.52 -0.14 1.31
O -1.461 0.607 -3.798 -0.21 0.51 0.23 0.28
P -1.588 1.945 -4.645 1.85 0.12 -1.17 0.53
O -2.054 3.172 -3.980 0.03 -0.87 -0.07 -0.72
O -2.413 1.553 -5.903 -0.99 -0.87 -1.31 -0.31
C -2.157 0.388 -6.761 0.44 -0.63 1.28 -0.11
O -0.116 1.992 -5.326 -1.41 0.01 0.80 -0.59
C 0.960 2.193 -4.399 0.50 -0.18 -0.35 0.03
H -3.042 1.063 -2.514 1.03 -0.08 0.37 -0.01
H -1.310 1.105 -1.796 -0.37 0.17 -0.09 -0.78
H -2.134 -0.401 -2.202 0.04 -0.84 0.25 -0.10
H -1.926 0.750 -7.762 0.06 -0.05 0.19 0.31
H -3.026 -0.293 -6.766 -0.01 0.80 0.00 -0.05
H -1.341 -0.255 -6.333 -0.41 0.95 -0.51 -0.01
H 0.622 2.442 -3.380 0.14 -0.53 -0.34 -0.01
H 1.459 3.071 -4.777 0.57 0.30 0.06 0.33
H 1.639 1.313 -4.460 -0.66 0.77 0.40 -0.12
C 3.790 1.512 0.628 -0.59 0.03 -2.45 -0.20
O 4.661 1.229 -0.533 -1.53 0.98 -0.60 -0.23
P 4.162 1.812 -1.994 1.31 -0.68 1.55 -0.47
O 2.765 1.590 -2.366 0.18 -0.19 0.28 0.95
O 5.320 1.117 -2.809 -0.33 -1.05 -1.60 -0.29
C 5.045 0.269 -3.979 -0.12 -0.03 -0.78 -0.37
O 4.537 3.335 -2.036 0.70 0.94 0.27 -0.15
C 5.896 3.889 -1.960 -0.29 -0.22 -1.23 -0.84
H 3.068 0.718 0.712 0.00 -0.55 0.31 -0.32
H 3.194 2.410 0.467 0.22 0.31 -0.04 0.25
H 4.420 1.616 1.448 0.94 0.01 1.46 0.59
H 4.010 -0.168 -3.986 0.85 0.95 0.10 -0.05
H 5.718 -0.591 -3.996 0.13 0.18 0.63 0.32
H 5.293 0.805 -4.940 -0.63 -0.12 1.16 0.34
H 6.477 3.562 -2.856 -0.54 0.17 0.66 0.27
H 6.421 3.548 -1.077 -0.14 0.00 0.27 0.35
H 5.803 4.992 -2.000 -0.13 -0.75 0.23 0.24
C -5.413 -4.022 2.855 1.45 -0.21 -0.90 -0.94
O -4.111 -3.401 2.824 0.08 -0.34 -0.84 0.01
P -3.159 -3.177 4.040 -0.30 2.37 2.31 -0.14
O -2.016 -2.287 3.716 -1.11 -0.48 -0.06 0.43
O -4.249 -2.582 5.163 1.33 -1.07 -2.06 -0.38
C -3.871 -1.823 6.314 -0.61 0.86 -1.01 -0.55
O -2.673 -4.528 4.690 -1.32 0.39 0.17 -0.29
C -1.467 -5.112 4.195 0.90 1.43 0.07 -0.27
H -6.034 -3.341 3.321 -1.52 0.98 1.38 0.32
H -5.318 -4.975 3.312 -0.25 -0.76 0.70 0.35
H -5.790 -4.163 1.854 0.38 0.05 -0.49 0.22
H -3.671 -2.500 7.097 0.78 -0.63 1.01 0.34
H -4.772 -1.271 6.607 0.21 0.04 -0.16 0.25
H -3.068 -1.103 6.082 -0.15 -0.46 0.21 0.14
H -0.713 -5.016 4.988 -0.11 -0.04 -0.27 0.19
H -1.134 -4.517 3.312 0.00 -1.05 0.43 -0.03
H -1.709 -6.134 4.058 0.16 -0.94 -0.66 0.32
C 4.968 -4.429 0.683 -0.96 1.25 -0.35 -1.94
C 4.773 -3.019 1.324 0.40 -1.16 0.78 1.72
C 5.246 -3.077 2.825 -0.47 -0.74 -1.50 -0.40
C 6.757 -3.060 2.955 -0.95 0.51 1.24 -1.05
C 7.362 -1.902 2.189 -1.34 0.15 1.44 -1.25
C 6.894 -1.768 0.732 1.29 -1.74 0.29 1.25
N 5.432 -1.880 0.655 0.46 0.06 0.55 1.19
O 5.035 -1.902 -0.699 1.37 -2.38 -0.23 -0.34
C 7.341 -0.432 0.279 -2.71 1.55 -1.77 -1.43
C 7.727 -2.868 -0.016 -0.10 0.09 -0.93 -1.75
C 3.298 -2.667 1.249 -0.26 0.61 1.72 -0.72
H 4.137 -5.060 0.963 -0.28 -0.17 0.26 0.53
H 5.861 -4.964 0.875 1.02 -0.22 0.45 0.37
H 4.882 -4.280 -0.376 0.05 -0.13 -0.76 0.41
H 4.911 -2.176 3.264 -0.65 1.07 0.72 -0.38
H 4.703 -3.923 3.319 0.67 0.56 -0.34 0.47
H 7.220 -3.974 2.754 0.58 -1.69 -0.99 0.56
H 6.998 -2.958 4.022 -0.04 0.32 -0.05 0.49
H 8.412 -2.073 2.263 0.98 0.37 -0.41 0.42
H 7.131 -1.011 2.824 0.09 -0.20 -0.87 0.20
H 6.900 0.304 1.005 0.82 -0.24 -0.82 0.29
H 8.394 -0.407 0.149 0.95 0.35 0.26 0.59
H 6.860 -0.231 -0.752 0.86 -0.07 1.52 -0.02
H 8.806 -2.690 0.152 -0.51 0.11 -0.26 0.50
H 7.526 -3.825 0.403 -0.13 -0.78 0.55 0.42
H 7.541 -3.041 -1.107 0.01 0.78 0.78 0.17
H 2.965 -2.536 0.233 -0.21 -0.23 -0.32 -0.74
H 3.231 -1.679 1.771 -0.28 -0.59 -0.45 -0.54
H 2.648 -3.375 1.808 0.39 0.31 -0.50 0.87
H 4.618 -1.098 -0.878 -0.96 2.31 -0.08 -0.12
C 1.513 6.467 1.269 -2.47 2.34 0.47 -2.17
C 0.838 5.795 0.044 -0.04 -1.42 1.44 2.11
C 0.312 4.383 0.490 -0.03 -0.09 -0.49 -1.15
C -0.468 3.726 -0.652 -1.88 -0.01 0.31 2.01
C -1.746 4.557 -1.034 2.54 -0.17 -0.48 -1.91
C -1.322 5.976 -1.401 0.28 -0.49 0.26 2.21
N -0.388 6.533 -0.340 0.67 0.01 -0.19 0.05
O 0.123 7.762 -0.851 -0.23 1.33 0.06 -0.52
C -0.742 5.975 -2.819 0.09 -1.33 0.16 -1.57
C -2.557 6.817 -1.336 -1.09 0.28 0.36 -2.10
C 2.003 5.689 -0.930 0.86 1.19 -0.13 -1.52
H 0.697 6.792 2.003 1.03 -0.41 -0.81 0.43
H 2.068 7.395 0.987 -0.44 -0.63 0.02 0.41
H 2.201 5.870 1.810 0.58 -1.03 0.26 0.42
H 1.142 3.702 0.725 0.11 0.37 0.09 -0.27
H -0.329 4.416 1.390 0.29 0.41 -0.29 0.45
H -0.889 2.750 -0.317 0.80 0.22 -0.33 -0.53
H 0.204 3.640 -1.494 -0.01 -0.50 -0.35 -0.69
H -2.386 4.533 -0.202 -0.94 0.27 1.39 0.43
H -2.323 4.185 -1.879 0.34 -0.38 -0.07 0.50
H -0.290 6.895 -3.078 0.10 1.19 -0.33 0.50
H 0.049 5.236 -2.936 0.10 -0.15 0.22 0.00
H -1.483 5.633 -3.547 -0.15 0.42 0.14 0.48
H -2.342 7.764 -1.764 -0.08 1.08 -0.36 0.45
H -3.464 6.409 -1.814 0.67 -0.19 -0.27 0.27
H -2.861 6.955 -0.301 0.17 0.12 0.22 0.49
H 1.839 5.037 -1.763 0.07 -0.51 -0.46 0.04
H 2.877 5.363 -0.323 -0.47 -0.16 -0.65 0.37
H 2.301 6.705 -1.331 -0.56 -1.06 0.41 0.40
H 0.096 8.420 -0.124 -0.28 -0.83 -0.49 0.34
C -7.117 1.249 -0.646 0.37 1.27 -0.32 -2.28
C -6.381 2.044 0.478 -2.05 0.19 -0.78 1.94
C -7.563 2.779 1.280 1.15 0.50 0.34 -1.22
C -7.087 3.367 2.640 -0.51 1.11 -0.54 -0.64
C -6.449 2.221 3.419 0.33 0.27 0.55 -1.29
C -5.289 1.507 2.643 -1.52 -1.07 1.01 2.20
N -5.755 1.052 1.332 -0.34 0.24 0.54 0.17
O -4.673 0.382 0.651 -0.55 -0.42 0.23 0.58
C -4.014 2.294 2.715 0.17 2.12 -0.65 -1.18
C -5.095 0.237 3.429 0.59 -0.69 0.16 -2.61
C -5.428 3.076 -0.054 1.18 -0.34 -1.27 -1.47
H -6.474 0.745 -1.389 -0.16 0.41 0.37 0.11
H -7.884 1.877 -1.152 0.75 -0.24 0.11 0.40
H -7.660 0.537 -0.091 -0.74 -1.27 0.37 0.62
H -7.952 3.607 0.647 0.24 -0.66 0.19 0.42
H -8.390 2.116 1.540 0.08 -0.33 -0.44 0.34
H -7.985 3.813 3.156 0.79 -0.66 -0.27 0.39
H -6.447 4.287 2.461 -0.23 -1.27 0.31 0.30
H -7.249 1.489 3.727 0.76 0.53 -0.57 0.33
H -5.961 2.533 4.382 -0.56 0.02 -0.76 0.38
H -3.254 1.897 1.998 -0.56 0.56 0.60 -0.30
H -4.279 3.398 2.545 0.86 -1.46 -0.14 0.31
H -3.636 2.271 3.740 0.16 -0.21 -0.13 0.54
H -5.936 -0.449 3.387 -0.19 0.03 -0.19 0.49
H -4.199 -0.268 3.101 0.37 -0.43 -0.20 0.03
H -4.916 0.477 4.455 0.07 0.16 0.86 0.58
H -5.226 3.837 0.677 0.49 0.21 0.42 0.26
H -5.838 3.630 -0.911 0.02 -0.40 0.03 0.73
H -4.479 2.538 -0.383 -1.02 0.97 0.37 -0.19
H -4.898 -0.554 0.839 0.27 0.74 -0.30 0.07
C 3.794 0.387 4.284 0.40 -0.53 1.36 -1.26
C 2.859 0.831 5.470 -1.31 -1.33 -0.81 2.16
C 1.821 1.908 5.071 2.99 0.02 0.17 -2.17
C 0.755 1.436 4.172 0.09 -0.85 -1.43 0.93
C 0.006 0.327 4.852 -0.82 -1.82 0.15 -0.81
C 0.866 -0.878 5.298 0.41 0.53 -0.04 2.89
N 1.979 -0.315 6.082 1.75 1.85 -0.88 -0.11
O 2.907 -1.357 6.366 -0.27 -0.24 1.49 -0.46
C 0.148 -1.821 6.238 -0.52 0.82 1.15 -1.85
C 1.303 -1.711 4.141 1.44 0.44 -1.63 -1.07
C 3.807 1.322 6.582 -0.85 -0.01 -0.40 -2.04
H 4.342 -0.487 4.698 -0.05 0.53 -0.32 0.40
H 4.543 1.185 4.100 -0.52 -0.41 -0.10 0.56
H 3.359 0.008 3.364 -0.26 0.52 -0.04 -0.39
H 1.350 2.169 5.975 -0.52 0.79 1.36 0.46
H 2.522 2.708 4.773 -0.98 0.30 -0.42 0.31
H 1.127 1.069 3.187 0.07 0.10 0.53 -0.81
H 0.040 2.184 3.900 -0.35 0.85 -0.01 0.82
H -0.753 -0.069 4.144 0.15 0.12 0.61 -0.83
H -0.486 0.601 5.794 -0.16 0.66 -0.34 0.60
H 0.016 -1.333 7.227 0.13 -0.22 -0.38 0.48
H -0.855 -2.050 5.883 0.20 -0.38 -0.27 -0.06
H 0.796 -2.683 6.366 -0.36 -0.32 0.09 0.49
H 1.835 -1.087 3.404 -0.36 -0.19 0.12 -0.58
H 2.046 -2.482 4.392 -0.54 0.02 0.15 0.55
H 0.442 -2.097 3.621 -0.33 -0.52 -0.04 0.28
H 4.321 0.439 6.982 0.21 0.54 -0.09 0.39
H 3.175 1.765 7.353 0.23 0.05 0.23 0.51
H 4.501 2.094 6.188 -0.31 -0.61 0.31 0.34
H 2.866 -1.268 7.337 0.47 -0.70 -0.56 0.43
C 3.124 -5.611 -3.629 -1.11 1.64 0.26 -1.39
C 1.833 -5.126 -4.447 0.63 -0.19 2.21 1.53
C 0.546 -5.489 -3.665 1.15 -2.18 -0.10 -1.47
C 0.405 -4.720 -2.375 -0.78 -0.04 -0.09 -0.59
C 0.297 -3.217 -2.662 -0.18 -1.12 0.13 -0.17
C 1.418 -2.699 -3.582 -0.07 -0.56 -0.65 2.04
N 1.651 -3.685 -4.728 -1.32 0.50 -0.13 0.38
O 2.692 -3.146 -5.510 1.87 -0.14 1.96 -0.54
C 0.982 -1.372 -4.169 0.55 -0.55 -2.28 -1.77
C 2.727 -2.471 -2.917 1.01 1.55 1.64 0.31
C 1.951 -5.853 -5.756 -0.20 1.64 -0.34 -2.13
H 2.939 -6.674 -3.411 0.67 0.34 -0.23 0.45
H 3.304 -5.044 -2.689 -0.41 -0.84 -0.51 0.12
H 3.977 -5.339 -4.249 0.26 -0.72 -0.07 0.38
H -0.250 -5.452 -4.396 -0.69 0.55 0.16 0.28
H 0.598 -6.583 -3.390 0.14 0.84 -0.37 0.44
H 1.280 -4.901 -1.761 0.34 -0.02 0.08 0.15
H -0.421 -5.147 -1.748 0.38 0.74 -0.64 0.56
H 0.274 -2.766 -1.678 0.32 0.67 -0.02 -0.95
H -0.668 -2.999 -3.130 0.03 -0.05 -0.12 0.80
H 1.825 -1.027 -4.826 -0.89 -0.14 0.33 0.33
H 0.076 -1.521 -4.790 0.44 0.25 0.30 0.41
H 0.818 -0.587 -3.470 -0.24 0.36 0.90 -0.31
H 3.510 -2.077 -3.584 -0.54 -0.29 0.01 0.45
H 2.621 -1.707 -2.102 -0.01 -0.49 -0.53 -0.54
H 3.142 -3.338 -2.460 0.17 -0.48 0.46 -0.59
H 1.074 -5.569 -6.316 -0.33 -0.23 -0.63 0.47
H 2.055 -6.909 -5.681 0.05 -0.80 0.22 0.42
H 2.828 -5.403 -6.222 0.01 -0.43 -0.39 0.42
H 2.455 -3.080 -6.407 -1.23 -0.09 -1.55 0.36
C 0.536 -0.347 -0.169 0.03 -0.14 0.14 0.91
C -0.789 -0.352 0.607 -0.01 0.01 0.52 1.27
C -1.694 -1.638 0.576 2.06 0.82 0.27 1.73
C -0.941 -2.881 0.822 0.36 -0.49 -1.28 -0.70
N -0.308 -3.849 0.775 -0.55 0.77 0.55 -0.84
H 1.315 -0.878 0.366 0.07 -0.23 0.46 -0.02
H 0.905 0.669 -0.276 -0.08 0.29 -0.12 0.15
H 0.580 -0.809 -1.152 -0.63 0.14 -0.22 -0.93
H -1.445 0.468 0.308 0.00 -0.05 -0.33 -0.46
H -0.539 -0.060 1.652 -0.20 -0.61 -0.39 -0.83
H -2.292 -1.643 -0.311 0.07 -0.53 -0.90 0.48
H -2.382 -1.546 1.351 -1.22 0.21 1.60 -0.82

In order of appearance, max |F| = 2.122, 3.594 eV Å⁻¹.